--- i ---
Density functional theory data (ωB97M-V/def2-TZVPD) for a structure of composition C28H31IrN3O9PS3.

Results
HOMO-LUMO gap (alpha / beta)	7.03 / 6.50	eV
total charge	-1
spin multiplicity	2
HOMO level (alpha / beta)	-0.1873 / -0.1870	Ha

CARTESIAN COORDINATES (ANGSTROEM)
Ir: -0.653 -0.435 -0.054
O: -1.587 -0.630 -4.465
C: -0.371 -1.013 -4.894
C: -0.211 -1.198 -6.268
C: 0.997 -1.622 -6.783
C: 2.084 -1.851 -5.943
C: 1.946 -1.629 -4.587
C: 0.730 -1.213 -4.045
C: 0.618 -0.977 -2.586
O: -0.578 -1.012 -2.057
N: 1.690 -0.758 -1.919
N: 1.420 -0.449 -0.603
C: 2.395 -0.590 0.210
C: 2.353 -0.306 1.618
C: 3.466 -0.597 2.411
C: 3.445 -0.389 3.772
C: 2.272 0.099 4.358
C: 1.172 0.402 3.583
C: 1.196 0.216 2.193
O: 0.157 0.590 1.467
H: -1.567 -0.565 -3.492
H: -1.059 -0.999 -6.911
H: 1.095 -1.784 -7.850
H: 3.028 -2.193 -6.346
H: 2.775 -1.778 -3.909
H: 3.317 -0.988 -0.203
H: 4.341 -1.018 1.929
H: 4.310 -0.613 4.382
H: 2.229 0.239 5.431
H: 0.261 0.787 4.022
C: -3.214 -1.490 -1.260
O: -2.546 -0.713 -0.307
H: -3.781 -2.289 -0.766
H: -2.541 -1.962 -1.977
H: -3.914 -0.862 -1.819
C: 0.490 4.814 -2.375
C: 0.263 5.049 -0.891
C: 1.330 4.399 -0.025
O: -1.045 4.621 -0.437
P: -1.938 3.375 -0.925
S: -2.990 3.791 -2.502
S: -0.706 1.754 -1.223
O: -2.959 3.256 0.289
C: -2.807 3.438 1.715
C: -2.926 4.917 2.041
C: -1.546 2.821 2.266
H: 1.391 5.344 -2.691
H: -0.360 5.177 -2.950
H: 0.612 3.750 -2.579
H: 0.245 6.125 -0.702
H: 1.258 3.315 -0.108
H: 1.198 4.681 1.021
H: 2.324 4.711 -0.352
H: -3.670 2.908 2.122
H: -2.056 5.453 1.664
H: -2.990 5.052 3.123
H: -3.819 5.336 1.577
H: -0.662 3.334 1.885
H: -1.475 1.774 1.993
H: -1.553 2.897 3.356
O: -1.520 -1.707 2.298
C: -0.752 -2.555 1.887
N: 0.000 -2.431 0.740
S: 1.050 -3.670 0.556
O: 2.397 -3.265 0.865
O: 0.860 -4.363 -0.685
C: 0.417 -4.625 1.911
C: 0.730 -5.907 2.314
C: 0.058 -6.415 3.419
C: -0.874 -5.641 4.108
C: -1.173 -4.351 3.688
C: -0.527 -3.866 2.568
H: 1.468 -6.496 1.784
H: 0.258 -7.427 3.744
H: -1.379 -6.053 4.972
H: -1.895 -3.731 4.203

---

--- ii ---
Density functional theory data (ωB97M-V/def2-TZVPD) for a structure of composition C28H31IrN3O9PS3.

Results
HOMO-LUMO gap (alpha / beta)	6.02 / 5.10	eV
total charge	-1
spin multiplicity	2
HOMO level (alpha / beta)	-0.1579 / -0.1572	Ha

CARTESIAN COORDINATES (ANGSTROEM)
Ir: -0.467 -0.084 0.104
O: 0.970 0.756 -4.035
C: 1.526 1.919 -3.697
C: 2.200 2.579 -4.738
C: 2.807 3.797 -4.542
C: 2.764 4.417 -3.291
C: 2.120 3.777 -2.257
C: 1.511 2.527 -2.429
C: 0.909 1.881 -1.254
O: 0.662 0.593 -1.359
N: 0.669 2.548 -0.170
N: 0.120 1.714 0.790
C: 0.036 2.123 1.994
C: -0.309 1.257 3.087
C: -0.735 1.808 4.302
C: -0.968 1.013 5.400
C: -0.742 -0.363 5.289
C: -0.297 -0.919 4.111
C: -0.069 -0.128 2.972
O: 0.401 -0.710 1.879
H: 0.267 0.411 -3.441
H: 2.201 2.093 -5.704
H: 3.314 4.278 -5.369
H: 3.230 5.380 -3.134
H: 2.076 4.224 -1.272
H: 0.334 3.151 2.183
H: -0.885 2.880 4.364
H: -1.317 1.444 6.329
H: -0.926 -1.008 6.140
H: -0.136 -1.985 4.021
C: -3.145 0.686 -0.507
O: -1.784 1.052 -0.659
H: -3.731 1.454 -1.015
H: -3.435 0.664 0.548
H: -3.363 -0.279 -0.964
C: -4.744 -2.573 -3.992
C: -3.639 -3.601 -3.811
C: -3.349 -3.870 -2.343
O: -2.406 -3.293 -4.488
P: -1.803 -1.817 -4.815
S: -2.654 -1.006 -6.369
S: -1.728 -0.754 -3.123
O: -0.328 -2.264 -5.280
C: 0.546 -3.257 -4.729
C: 0.235 -4.619 -5.332
C: 0.578 -3.294 -3.212
H: -5.659 -2.962 -3.539
H: -4.918 -2.371 -5.047
H: -4.484 -1.633 -3.504
H: -3.961 -4.534 -4.283
H: -2.957 -2.962 -1.883
H: -2.610 -4.669 -2.242
H: -4.261 -4.164 -1.819
H: 1.531 -2.942 -5.083
H: -0.724 -4.987 -4.970
H: 1.020 -5.329 -5.059
H: 0.189 -4.546 -6.419
H: -0.381 -3.625 -2.808
H: 0.790 -2.312 -2.795
H: 1.359 -3.992 -2.894
O: -0.065 -2.122 -0.322
C: -1.044 -2.591 0.320
N: -1.899 -1.739 0.867
S: -3.143 -2.515 1.620
O: -3.072 -2.343 3.041
O: -4.383 -2.234 0.964
C: -2.558 -4.143 1.182
C: -3.131 -5.370 1.430
C: -2.462 -6.493 0.952
C: -1.265 -6.373 0.249
C: -0.703 -5.127 0.004
C: -1.369 -4.019 0.488
H: -4.067 -5.456 1.965
H: -2.883 -7.475 1.121
H: -0.775 -7.264 -0.122
H: 0.212 -5.013 -0.563

---

What is the stability order? It is i, ii, from most stable to least stable.